{"formula": "CH3ClFP", "method": "the ωB97M-V functional and the def2-TZVPD basis", "elements": ["C", "F", "P", "Cl", "H", "H", "H"], "xyz": [[-0.2635, 0.1112, -0.1060], [-2.1168, 2.0403, 0.3888], [-1.9389, 0.2545, -0.7990], [-3.0372, -0.9389, 0.2959], [-0.1425, -0.3615, 0.8602], [0.2212, 1.0077, -0.2264], [0.5210, -0.4192, -0.8019]], "e_homo_ha": -0.3883, "homo_lumo_gap_ev": 9.81, "e_above_lowest_kj_mol": 215.8, "max_force_ev_per_a": 4.44, "e_tot_ha": -941.28576, "charge": 0}